Record 1
ORCA calculation (wB97M-V/def2-TZVPD) on one molecule with the formula C2H3N3O2 in a non-equilibrium geometry.

Positions of all 10 atoms, in Å:
O: -2.340 -0.051 0.388
C: -1.210 -0.162 -0.006
O: -0.802 -1.098 -0.876
N: -0.198 0.669 0.374
C: 1.164 0.539 0.012
N: 1.743 -0.759 -0.167
N: 2.047 -0.210 0.878
H: -1.552 -1.658 -1.122
H: -0.441 1.364 1.064
H: 1.589 1.365 -0.546

Calculated values
- Highest occupied orbital energy: -10.244 eV
- SMILES: O=C(O)NC1N=N1

Atomic partial charges in e from the natural (NBO) method, atoms 1 to 2: -0.6321 0.8854

Record 2
ORCA calculation (wB97M-V/def2-TZVPD) on one molecule with the formula C2H3N3O2 in a non-equilibrium geometry.

Positions of all 10 atoms, in Å:
N: 1.304 -1.138 -0.367
N: 0.126 -0.520 -0.349
C: -0.793 -0.506 0.677
N: -1.508 0.549 0.747
C: -0.910 1.496 -0.056
O: -0.895 2.728 0.070
O: 0.004 0.846 -0.792
H: 1.564 -1.288 -1.223
H: 1.959 -0.614 0.173
H: -0.851 -1.552 1.119

Calculated values
- Highest occupied orbital energy: -10.037 eV
- SMILES: Nn1cnc(=O)o1

Atomic partial charges in e from the natural (NBO) method, atoms 1 to 2: -0.5724 -0.0026

Record 3
ORCA calculation (wB97M-V/def2-TZVPD) on one molecule with the formula C2H3N3O2 in a non-equilibrium geometry.

Positions of all 10 atoms, in Å:
N: -1.831 0.557 0.014
C: -0.515 0.372 0.063
C: 0.448 -0.929 0.135
N: 1.706 -0.472 0.098
O: 2.731 -1.086 0.131
O: 1.637 0.881 0.132
N: 0.293 1.338 0.159
H: -2.567 -0.090 -0.293
H: -2.136 1.472 -0.349
H: 0.232 -2.043 -0.091

Calculated values
- Highest occupied orbital energy: -9.325 eV
- SMILES: Nc1c[n+]([O-])on1

Atomic partial charges in e from the natural (NBO) method, atoms 1 to 2: -0.8111 0.3520

Record 4
ORCA calculation (wB97M-V/def2-TZVPD) on a 2-piece molecular cluster, C2H3N3O2 overall in a non-equilibrium geometry.

Positions of all 10 atoms, in Å:
C: 0.363 1.119 -0.878
C: 1.051 0.403 -0.226
N: -1.683 -1.044 -0.048
N: -1.921 0.095 -0.039
N: 1.617 -0.346 0.697
O: -2.217 1.068 0.578
O: -1.238 -2.010 -0.514
H: -0.081 1.919 -1.449
H: 2.395 0.195 1.230
H: 1.714 -1.398 0.649

Calculated values
- 2S+1: 3
- Highest occupied orbital energy (alpha / beta): -7.097 / -8.716 eV

Atomic partial charges in e from the natural (NBO) method, atoms 1 to 2: -0.3529 0.1453

Record 5
ORCA calculation (wB97M-V/def2-TZVPD) on C2H3N3O3 as an isolated structure in a non-equilibrium geometry.

Positions of all 11 atoms, in Å:
C: 0.687 -0.435 -0.272
C: -0.447 0.096 1.338
H: 1.865 -1.706 -0.838
H: -1.573 1.104 2.262
H: 0.254 0.528 -2.941
N: 0.827 -0.464 1.059
N: -0.957 0.326 2.520
N: -0.056 0.537 -0.819
O: 1.414 -0.935 -1.203
O: -0.926 0.838 0.335
O: -0.572 0.011 -2.156

Calculated values
- Highest occupied orbital energy: -9.323 eV

Atomic partial charges in e from the natural (NBO) method, atoms 1 to 2: 0.6318 0.5954

Record 6
ORCA calculation (wB97M-V/def2-TZVPD) on one molecule with the formula C2H3N3O3 in a non-equilibrium geometry.

Positions of all 11 atoms, in Å:
O: 1.735 1.426 -0.033
C: 0.707 0.797 0.116
N: -0.624 1.187 -0.008
C: -1.267 0.046 -0.085
O: -2.596 -0.114 -0.065
N: -0.514 -1.092 -0.066
N: 0.740 -0.623 0.359
O: 1.830 -1.277 -0.146
H: -3.004 0.779 -0.035
H: -0.916 -1.836 0.522
H: 2.309 -0.586 -0.713

Calculated values
- Highest occupied orbital energy: -9.714 eV
- SMILES: O=c1nc(O)[nH]n1O

Atomic partial charges in e from the natural (NBO) method, atoms 1 to 2: -0.5874 0.7051

Record 7
ORCA calculation (wB97M-V/def2-TZVPD) on one molecule with the formula C2H3N3O3 in a non-equilibrium geometry.

Positions of all 11 atoms, in Å:
H: 0.932 2.735 0.763
N: 0.750 1.810 1.075
C: 0.200 0.951 0.210
O: 0.016 0.991 -1.144
N: -0.702 -0.169 -1.508
C: -0.446 -1.197 -0.616
O: -0.648 -2.369 -0.931
N: -0.094 -0.461 0.462
O: -0.361 -0.837 1.796
H: -0.188 -0.391 -2.309
H: 0.542 -1.061 2.200

Calculated values
- Highest occupied orbital energy: -10.204 eV
- SMILES: [H]/N=c1\o[nH]c(=O)n1O

Atomic partial charges in e from the natural (NBO) method, atoms 1 to 2: 0.3765 -0.7236

Record 8
ORCA calculation (wB97M-V/def2-TZVPD) on a 2-piece molecular cluster, C2H3N3O3S overall in a non-equilibrium geometry.

Positions of all 12 atoms, in Å:
C: -2.112 -0.057 -0.455
C: 0.207 0.220 -0.300
N: -3.250 0.005 -0.300
N: -0.878 -0.491 -0.637
N: 1.628 -0.187 -0.505
O: 1.805 -1.110 -1.231
O: 2.385 0.542 0.021
O: 0.879 -1.007 1.522
S: 0.202 1.932 0.097
H: -0.785 -1.503 -0.590
H: 1.060 -0.110 1.970
H: -1.142 1.767 0.409

Calculated values
- Highest occupied orbital energy (alpha / beta): -9.662 / -9.668 eV

Atomic partial charges in e from the natural (NBO) method, atoms 1 to 2: 0.3755 0.3175

Sequential energy relative to the best compared isomer or geometry (same formula, charge and spin) output: 1.992; 3.649; 5.939; 6.248; 4.868; 0.460; 2.599; 5.657 eV